[1]
A molecular structure, C30H27F6N5O5V, computed with ωB97M-V with the def2-TZVPD basis set.

Positions of all 74 atoms, in Å:
1 V -0.668 0.060 0.441
2 C 1.177 -0.586 -2.057
3 C 1.139 -2.087 -1.766
4 C 2.202 -2.527 -0.778
5 C 2.784 -3.782 -0.886
6 C 3.733 -4.163 0.051
7 C 4.070 -3.270 1.058
8 C 3.436 -2.041 1.081
9 N 2.512 -1.666 0.194
10 N -0.078 0.159 -1.660
11 C -1.174 -0.285 -2.552
12 C -2.497 -0.075 -1.895
13 C -3.689 -0.099 -2.594
14 C -4.879 0.028 -1.898
15 C -4.843 0.196 -0.518
16 C -3.625 0.233 0.115
17 N -2.463 0.090 -0.560
18 C 0.185 1.618 -1.803
19 C 1.159 1.969 -0.708
20 C 2.129 2.948 -0.787
21 C 3.037 3.068 0.256
22 C 2.959 2.202 1.341
23 C 1.950 1.262 1.371
24 N 1.072 1.165 0.364
25 H 1.305 -0.389 -3.125
26 H 2.011 -0.139 -1.524
27 H 1.251 -2.650 -2.692
28 H 0.162 -2.376 -1.364
29 H 2.511 -4.445 -1.697
30 H 4.210 -5.131 -0.012
31 H 4.817 -3.515 1.800
32 H 3.691 -1.317 1.849
33 H -1.050 -1.354 -2.734
34 H -1.109 0.218 -3.520
35 H -3.678 -0.223 -3.668
36 H -5.825 0.004 -2.424
37 H -5.749 0.306 0.059
38 H -3.548 0.374 1.182
39 H -0.755 2.170 -1.714
40 H 0.612 1.835 -2.785
41 H 2.192 3.583 -1.660
42 H 3.815 3.819 0.214
43 H 3.669 2.255 2.154
44 H 1.830 0.566 2.190
45 O -0.359 3.623 2.206
46 C -1.116 3.198 2.912
47 O -1.231 1.016 1.534
48 C -2.030 2.961 3.930
49 C -2.225 4.112 4.739
50 C -3.106 4.018 5.796
51 C -3.746 2.810 6.013
52 C -3.559 1.676 5.232
53 C -2.689 1.743 4.170
54 N -4.700 2.717 7.164
55 O -5.225 1.642 7.327
56 O -4.859 3.725 7.802
57 H -1.704 5.038 4.534
58 H -3.302 4.858 6.448
59 H -4.095 0.770 5.480
60 H -2.497 0.881 3.550
61 C 0.383 -3.422 2.255
62 C -0.844 -2.649 1.811
63 O -0.464 -1.513 1.036
64 C -1.750 -3.504 0.882
65 F -2.432 -4.389 1.581
66 F -1.002 -4.132 -0.025
67 F -2.616 -2.724 0.208
68 C -1.614 -2.105 3.034
69 F -0.851 -1.184 3.654
70 F -2.743 -1.470 2.652
71 F -1.928 -3.047 3.893
72 H 0.975 -3.715 1.391
73 H 0.059 -4.318 2.785
74 H 0.988 -2.816 2.925

E_LUMO = -10.2678 eV
Net charge = +3
2S+1 = 1

=====

[2]
A molecular structure, C30H27FeIN7O2, computed with ωB97M-V with the def2-TZVPD basis set.

Positions of all 68 atoms, in Å:
1 Fe -0.834 -0.451 -0.778
2 C 0.489 -3.190 0.114
3 N -0.511 -2.837 -0.892
4 C -0.224 -3.299 -2.248
5 C -0.065 -2.124 -3.155
6 N -0.116 -0.884 -2.741
7 C 0.131 -0.085 -3.870
8 C 0.270 1.294 -3.996
9 C 0.555 1.793 -5.252
10 C 0.713 0.944 -6.360
11 C 0.612 -0.426 -6.239
12 C 0.327 -0.915 -4.970
13 N 0.201 -2.211 -4.472
14 C 1.373 -2.018 0.427
15 N 1.159 -0.807 -0.017
16 C 2.190 -0.015 0.504
17 C 2.478 1.334 0.318
18 C 3.594 1.840 0.953
19 C 4.419 1.026 1.748
20 C 4.154 -0.318 1.922
21 C 3.027 -0.815 1.278
22 N 2.476 -2.093 1.202
23 H 1.114 -4.019 -0.221
24 H -0.004 -3.524 1.028
25 H -1.426 -3.136 -0.594
26 H -1.015 -3.953 -2.614
27 H 0.701 -3.879 -2.274
28 H 0.188 1.952 -3.138
29 H 0.675 2.860 -5.386
30 H 0.932 1.375 -7.328
31 H 0.759 -1.082 -7.089
32 H 0.257 -3.058 -5.012
33 H 1.859 1.956 -0.321
34 H 3.854 2.884 0.826
35 H 5.291 1.459 2.219
36 H 4.799 -0.951 2.520
37 H 2.830 -2.919 1.655
38 C -3.321 -3.478 1.957
39 C -2.683 -2.374 2.721
40 N -2.697 -2.405 4.037
41 C -2.143 -1.391 4.707
42 C -1.605 -0.206 4.106
43 C -1.061 0.829 5.065
44 O -2.004 1.139 6.068
45 C -1.574 -0.124 2.743
46 C -1.208 1.125 2.062
47 N -0.968 1.246 0.819
48 C -0.768 2.560 0.307
49 C 0.022 3.509 0.948
50 C 0.217 4.758 0.379
51 C -0.377 5.077 -0.835
52 C -1.178 4.146 -1.483
53 C -1.352 2.903 -0.906
54 I -2.613 1.503 -1.832
55 C -2.038 -1.270 1.990
56 O -1.936 -1.362 0.750
57 H -3.944 -4.063 2.627
58 H -2.548 -4.138 1.544
59 H -3.911 -3.097 1.123
60 H -2.121 -1.488 5.787
61 H -0.679 1.714 4.559
62 H -0.214 0.379 5.584
63 H -2.765 1.598 5.695
64 H -1.242 2.024 2.673
65 H 0.519 3.249 1.877
66 H 0.846 5.483 0.881
67 H -0.225 6.053 -1.277
68 H -1.660 4.393 -2.421

E_LUMO (spin up / spin down) = -6.0416 / -8.2424 eV
⟨S²⟩ = 8.79
Net charge = +2
2S+1 = 6

=====

[3]
A molecular structure, C30H27MgN9O4S2, computed with ωB97M-V with the def2-TZVPD basis set.

Positions of all 73 atoms, in Å:
1 Mg 0.147 0.211 -1.212
2 C -1.755 -1.737 -4.486
3 C -0.951 -0.577 -3.982
4 O -0.974 -0.251 -2.784
5 N -0.214 0.102 -4.862
6 C 0.665 1.200 -4.475
7 C 1.997 0.717 -3.956
8 C 3.165 0.966 -4.656
9 C 4.362 0.471 -4.160
10 C 4.344 -0.264 -2.990
11 C 3.132 -0.452 -2.347
12 N 1.977 0.033 -2.805
13 H -2.472 -2.035 -3.727
14 H -1.084 -2.573 -4.691
15 H -2.282 -1.483 -5.405
16 H -0.181 -0.237 -5.810
17 H 0.149 1.794 -3.720
18 H 0.802 1.837 -5.347
19 H 3.136 1.539 -5.573
20 H 5.291 0.654 -4.684
21 H 5.247 -0.679 -2.566
22 H 3.087 -1.005 -1.418
23 S 1.698 1.683 -0.037
24 C 2.301 0.307 0.865
25 N 3.291 0.378 1.719
26 N 3.832 1.547 1.914
27 C 4.907 1.711 2.806
28 C 5.458 2.981 2.933
29 C 6.514 3.183 3.807
30 C 7.019 2.127 4.552
31 C 6.458 0.864 4.415
32 C 5.401 0.644 3.546
33 N 1.859 -1.008 0.807
34 N 0.938 -1.303 0.003
35 C 0.562 -2.690 0.029
36 C -0.460 -3.075 -0.828
37 C -0.892 -4.393 -0.847
38 C -0.296 -5.326 -0.014
39 C 0.731 -4.934 0.838
40 C 1.165 -3.620 0.868
41 H 3.476 2.345 1.395
42 H 5.060 3.805 2.354
43 H 6.940 4.173 3.908
44 H 7.841 2.287 5.235
45 H 6.844 0.037 4.997
46 H 4.957 -0.334 3.440
47 H -0.929 -2.343 -1.475
48 H -1.701 -4.686 -1.503
49 H -0.634 -6.353 -0.019
50 H 1.193 -5.660 1.495
51 H 1.952 -3.307 1.538
52 O -7.905 -1.526 1.060
53 S -8.611 -0.593 1.916
54 O -9.578 0.249 1.237
55 O -9.035 -1.127 3.192
56 C -7.335 0.618 2.380
57 N -7.664 1.564 3.270
58 C -6.737 2.460 3.553
59 C -5.471 2.459 2.974
60 C -5.231 1.434 2.080
61 N -6.152 0.523 1.791
62 C -3.948 1.248 1.341
63 C -2.854 2.099 1.448
64 C -1.717 1.847 0.704
65 N -1.613 0.809 -0.135
66 C -2.672 -0.014 -0.226
67 C -3.838 0.159 0.479
68 H -7.007 3.224 4.276
69 H -4.742 3.216 3.227
70 H -2.869 2.960 2.102
71 H -0.845 2.483 0.784
72 H -2.577 -0.842 -0.917
73 H -4.674 -0.521 0.380

E_LUMO = -1.5891 eV
2S+1 = 1

=====

Short version: total energy = -91202.3983 -88550.4811 -80266.1938 eV, in the order given.
Short version: max |F| = 0.97 1.00 0.41 eV/A, in the order given.